No. 1
# C24H57BiBrO2Si4

A structure of composition C24H57BiBrO2Si4 (ωB97M-V/def2-TZVPD, OMol25).

E_tot (eV): -137299.2132
Relative energy (zero: lowest compared OMol25 entry of this formula, charge and spin) (kcal/mol): 2.4
Charge: +1
HOMO-LUMO gap (eV): 6.639
LUMO level (Eh): -0.1410

Structure (XYZ):
```
89
Properties=species:S:1:pos:R:3:forces:R:3
C -3.003687 4.676474 0.274278 0.1403 -0.0627 0.0557
H 0.130682 -0.106780 2.020897 -0.1199 0.1342 -0.0458
H -0.779747 6.175164 2.375361 -0.0400 0.0194 0.0409
H 3.747597 -3.539631 0.142555 0.0304 -0.0667 -0.0829
O 1.022816 2.617284 -2.213559 -0.0870 -0.0663 0.1815
H -1.861516 1.863338 -2.947550 -0.0045 -0.0937 0.0064
H 0.386909 -2.564921 2.733283 -0.0368 -0.0005 0.0263
H 2.044304 -2.679024 3.297625 0.0535 -0.0012 0.0321
H -0.975995 1.026153 2.756999 -0.0203 0.0392 0.0837
C -0.454084 -0.046706 -1.056592 -0.0468 0.2121 -0.1510
H -2.233184 -1.948151 -0.544385 -0.0149 0.0026 0.0177
H 0.206862 5.450418 -2.963257 0.0133 -0.0248 -0.0663
H -3.633785 3.835744 -0.009649 -0.0511 -0.0632 -0.0063
H 0.387558 0.404703 -1.572018 0.0491 0.0442 -0.0648
H 2.646722 4.188003 3.748501 0.0369 0.0215 -0.0192
C 2.439598 -2.075847 -2.161256 -0.0855 -0.0841 -0.0047
Si -1.175684 1.109032 0.266119 -0.0716 0.1015 0.0578
H 3.906280 -3.043135 1.815520 0.0231 -0.0078 0.0516
C -1.099228 -5.228531 -0.369434 0.0145 0.0681 -0.0003
C -0.399968 5.673263 1.484199 -0.0641 -0.1582 -0.0367
H 1.744246 3.242747 4.959304 -0.0035 -0.0052 0.0116
H -0.194559 -2.123155 -3.017601 -0.0536 0.0970 -0.0025
C -1.801280 2.937521 -2.777042 0.1312 0.0191 0.0921
H 2.621975 -1.961178 -3.230636 0.0341 -0.0315 -0.0668
C 0.339895 -3.067502 -3.073799 0.0417 -0.0620 0.0597
H -2.802003 5.260146 -0.621751 0.0197 0.0463 -0.0817
H 0.891672 -5.124628 2.055087 -0.0943 -0.0243 0.0306
Br 2.649968 0.668758 0.088538 0.0913 -0.0053 0.1855
C -0.023415 5.245828 -1.916397 -0.0360 -0.1515 0.0770
H -3.584541 5.306977 0.948511 -0.0256 0.0565 0.0515
C 1.744737 3.599534 3.930133 -0.0166 -0.0758 0.0255
H 0.891523 4.255339 3.754916 -0.0285 0.0306 -0.0159
C 1.421302 -2.419988 2.439349 0.0269 -0.1013 -0.0486
H -2.640812 2.600897 2.736547 -0.0719 -0.0624 -0.0011
Si 0.676426 -3.199903 -0.221895 0.0210 -0.1364 -0.0740
H -0.884869 5.855941 -1.654078 -0.0742 0.0723 0.0102
H 1.370957 -5.398159 -2.141051 -0.0291 -0.0448 0.0036
C 1.490209 2.562101 -3.544439 0.0661 0.0185 -0.0784
H 3.388299 -2.313477 -1.692932 0.0842 0.0042 0.0878
H -3.387834 0.048568 0.063027 -0.0188 -0.1074 0.0150
H -1.604439 -0.468927 2.105308 -0.0621 -0.0578 -0.0374
Bi 1.751796 3.042859 0.688411 -0.0887 0.1428 0.0084
C -0.869783 0.320494 1.939284 0.1545 0.0653 -0.1068
H -2.097222 -5.637657 -0.199807 -0.0315 -0.0247 0.0124
C -0.469433 2.862915 0.103101 0.0335 -0.0630 -0.0471
C -1.972713 3.455426 2.825355 0.0594 0.0025 -0.1502
H -1.718161 3.425294 -3.749053 0.0329 0.0218 -0.0614
H 2.577789 -4.901530 2.484550 0.0339 0.0060 0.0338
C -1.588990 -3.618602 1.505463 -0.0029 -0.0531 -0.0847
H -0.064670 -0.955939 -0.576124 0.0168 -0.2170 0.1753
H -2.740600 3.262066 -2.333520 -0.0866 0.0485 0.0309
H -3.582745 1.648807 0.746495 -0.0458 0.0435 0.0812
H -1.609078 -2.581574 1.837537 -0.0101 -0.0147 0.0058
H 2.354112 1.897388 -3.571138 -0.0138 0.0228 -0.0277
H 1.580468 -1.365070 2.228020 0.0989 0.0216 -0.0042
C 3.306979 -2.912608 0.912681 -0.0671 0.0211 0.0191
C 1.721295 2.438513 2.967687 -0.0227 -0.1442 0.0586
H -0.984536 -4.194464 2.199761 0.0625 -0.0379 0.0554
H -1.984101 -3.078630 -1.876844 0.0323 0.0236 -0.0771
H -3.330710 1.456441 -0.985254 -0.0173 0.0352 -0.0679
C -2.166768 -3.001153 -0.810591 0.0402 -0.0264 0.0210
H -2.523783 4.244809 3.338402 -0.0279 0.0713 0.0231
H -1.147113 3.162355 3.471510 0.0796 -0.0254 0.0379
Si -1.436113 4.123612 1.151790 -0.0401 0.0623 0.0246
H 0.721299 2.171036 -4.215059 -0.0068 -0.0206 -0.0453
H 1.797098 3.548623 -3.898810 0.0184 0.0131 -0.0265
H -1.204695 -0.329096 -1.794393 -0.0398 -0.0843 0.0010
H -3.140031 -3.453844 -0.611015 -0.0391 -0.0308 0.0030
Si -0.346571 3.412821 -1.700195 -0.0772 0.0684 0.0059
H 2.105383 -1.112751 -1.780371 -0.0272 -0.0443 -0.0886
H -0.869686 -5.360814 -1.425659 0.0052 -0.0147 -0.0695
C -3.040315 1.080326 -0.006473 0.1665 0.0797 0.0204
C -1.125895 -3.736200 0.045697 0.1029 0.1940 0.0734
H -2.608884 -4.003765 1.568504 -0.0313 -0.0240 -0.0060
H 0.825152 5.587849 -1.323811 0.0611 0.0231 0.0381
H 2.596930 -4.582649 -3.102675 0.0144 -0.0006 -0.0416
H 2.162936 -5.457971 0.871731 0.0169 -0.0427 -0.0432
H 2.837812 -4.777398 -1.376279 0.0854 0.0007 0.0701
C 2.087195 -4.576363 -2.137164 -0.0442 0.0426 0.0185
H 3.388608 -1.868777 0.617262 0.0246 -0.0339 -0.0075
H -0.378000 -3.885426 -3.062111 -0.0632 -0.0234 0.0087
H 0.849935 -3.103707 -4.038355 0.0219 -0.0003 -0.0289
C 1.400061 -3.199342 -1.973177 -0.1133 0.0139 0.0951
H -0.472056 6.377527 0.657711 0.0147 0.0417 -0.0611
H -0.400148 -5.825765 0.215687 0.0453 -0.0428 0.0456
C 1.853027 -4.788862 1.676348 -0.0522 0.0252 -0.0856
H 0.664807 5.500409 1.658436 0.0586 0.0113 0.0412
O 1.818990 1.295427 3.314783 -0.0412 0.1780 -0.0820
C 1.861222 -3.299328 1.254939 -0.0110 0.1966 -0.1148
```
Positions in Å, forces in eV/Å.

In the Mulliken picture, each atom carries the following charge in e: atom 1 (C): -1.09, atom 2 (H): -1.09, atom 3 (H): 0.39, atom 4 (H): 0.35, atom 5 (O): -0.16, atom 6 (H): 0.32, atom 7 (H): 0.32, atom 8 (H): 0.64, atom 9 (H): 0.38, atom 10 (C): 1.56, atom 11 (H): 0.07, atom 12 (H): 0.40, atom 13 (H): 0.29, atom 14 (H): 0.11, atom 15 (H): 0.36, atom 16 (C): -1.11, atom 17 (Si): -1.49, atom 18 (H): 0.58, atom 19 (C): -1.80, atom 20 (C): -1.08, atom 21 (H): 0.33, atom 22 (H): 0.21, atom 23 (C): -1.09, atom 24 (H): 0.59, atom 25 (C): -1.96, atom 26 (H): 0.29, atom 27 (H): 0.33, atom 28 (Br): -0.15, atom 29 (C): -1.23, atom 30 (H): 0.45, atom 31 (C): -1.14, atom 32 (H): 0.21, atom 33 (C): -1.85, atom 34 (H): 0.34, atom 35 (Si): -1.94, atom 36 (H): 0.37, atom 37 (H): 0.37, atom 38 (C): -1.08, atom 39 (H): 0.35, atom 40 (H): 0.47, atom 41 (H): 0.45, atom 42 (Bi): 0.46, atom 43 (C): 0.31, atom 44 (H): 0.53, atom 45 (C): 1.16, atom 46 (C): -1.15, atom 47 (H): 0.44, atom 48 (H): 0.55, atom 49 (C): -1.72, atom 50 (H): -1.96, atom 51 (H): 0.37, atom 52 (H): 0.37, atom 53 (H): 0.17, atom 54 (H): 0.22, atom 55 (H): 0.27, atom 56 (C): -1.70, atom 57 (C): 0.53, atom 58 (H): 0.32, atom 59 (H): 0.27, atom 60 (H): 0.39, atom 61 (C): -1.69, atom 62 (H): 0.52, atom 63 (H): 0.31, atom 64 (Si): 0.18, atom 65 (H): 0.35, atom 66 (H): 0.34, atom 67 (H): 0.66, atom 68 (H): 0.64, atom 69 (Si): 0.22, atom 70 (H): -0.41, atom 71 (H): 0.38, atom 72 (C): -1.15, atom 73 (C): 2.84, atom 74 (H): 0.59, atom 75 (H): 0.30, atom 76 (H): 0.53, atom 77 (H): 0.37, atom 78 (H): 0.33, atom 79 (C): -1.68, atom 80 (H): 0.11, atom 81 (H): 0.39, atom 82 (H): 0.65, atom 83 (C): 2.65, atom 84 (H): 0.33, atom 85 (H): 0.35, atom 86 (C): -1.80, atom 87 (H): 0.32, atom 88 (O): -0.41, atom 89 (C): 2.68


No. 2
# C24H57N2O21P5

A cluster of 5 separate species, C24H57N2O21P5 in total in a non-equilibrium geometry (ωB97M-V/def2-TZVPD, OMol25).

E_tot (eV): -118235.9572
HOMO-LUMO gap (eV): 8.483
LUMO level (Eh): -0.0394
Structure (SMILES): NCCC[C@@H](OCCOCP(=O)(O)O)c1ccncc1.COP(=O)(OC)OC.COP(=O)(OC)OC.COP(=O)(OC)OC.COP(=O)(OC)OC

Structure (XYZ):
```
109
Properties=species:S:1:pos:R:3:forces:R:3
C 4.269143 -5.241900 4.574187 -0.1936 0.0985 -0.5189
O 4.762405 6.323148 2.524382 0.9392 0.5011 -0.6368
H 3.875252 -4.896009 0.803562 0.1744 0.0445 -0.0448
O -2.972376 6.326728 -0.186535 -0.0255 1.2172 0.2595
H 2.823252 -3.778683 -0.887796 -0.1518 0.2111 -0.0367
H -2.862702 -4.629940 3.247841 -0.1163 -0.0346 0.0767
N 5.098830 -4.425798 3.924809 -0.0644 -0.2459 0.3066
C -7.104162 -1.625905 -4.899334 -0.2565 -0.0867 0.0973
H -7.636156 -0.743747 -4.553602 0.0160 0.0351 -0.1023
P -1.597217 6.851767 0.036028 -1.1624 -6.0297 -1.2215
O 1.067925 -3.973123 -2.013337 0.2302 0.2891 0.1285
H 7.677689 5.995497 1.872058 -0.0143 -0.0125 0.0007
C -0.229162 0.791470 0.525593 -0.0941 -0.0064 -0.0384
H -2.925662 8.502930 -1.961399 -0.0012 -0.0265 0.0775
C 0.616456 -6.292373 2.658541 -0.0041 -0.5247 -0.4974
H 0.402726 0.303566 -0.215075 0.1694 -0.0168 0.1643
O 6.160117 4.642534 1.407745 0.5064 1.5787 -2.5010
O -6.409296 -1.961093 -8.478755 0.1983 0.2407 0.1305
O 4.068414 6.664224 0.185656 2.5979 -0.4007 -1.2084
C 7.478111 5.172820 1.182411 0.0889 0.0335 0.2537
H -7.643920 -2.518898 -4.584181 0.0615 -0.0446 -0.0478
H -4.178374 -4.341723 -5.778733 0.0118 0.0059 -0.0018
C 0.760515 -2.615647 -1.793507 -0.3697 0.2554 -0.9945
H -6.103249 -1.625213 -4.467082 -0.0264 0.0291 0.0770
H 4.662729 8.557924 0.813028 0.0421 -0.0659 0.0350
O -1.779709 -1.600333 -1.000683 0.6033 1.0015 -0.7675
H 4.689896 2.643996 1.031053 0.0883 0.0216 0.0937
C 1.914681 -6.581901 1.856870 -0.6466 0.3623 1.0400
O -1.208523 -1.690329 -3.577774 0.3023 1.2470 0.7614
H 1.482266 -4.261322 1.027390 0.2044 -0.1857 0.1651
C 1.437705 1.598090 5.226236 0.1847 0.2179 0.0898
O -1.626037 -3.765423 -2.245012 -0.2785 -0.2619 0.1654
H 1.311796 -2.022696 -2.531963 0.2039 0.3310 0.3972
H -1.101762 4.262668 1.144220 -0.0482 0.0939 0.0515
H -6.389235 -1.908834 -10.509006 -0.0918 0.0364 0.0924
H -0.485060 -7.208392 0.976573 0.1228 0.1111 -0.0547
O -4.665526 -3.262351 -7.495607 0.3496 2.0370 2.1777
C 3.904445 3.234772 1.500660 -0.0586 -0.2205 -0.0161
H -1.414399 9.074696 -2.697327 0.0716 -0.0672 0.0233
H -2.133471 -1.448342 -3.714546 -0.0270 0.0257 -0.1867
H -0.421371 1.810653 0.192605 -0.0921 0.0265 0.0802
H -1.386335 8.976592 1.987819 0.0126 0.0217 0.0799
O -0.435216 5.776455 -0.131187 0.2039 0.2339 -0.0313
P -6.162376 -2.707178 -7.081478 -3.7231 -2.3515 -4.3180
H -1.110538 -7.616143 2.563018 0.1455 -0.1577 -0.0665
O -1.587988 1.728184 2.565808 0.0526 -2.1294 2.6136
H 4.370283 -5.338011 5.647234 0.1484 0.0606 0.0364
C 3.265497 -5.932573 3.922340 -0.6812 -0.6872 0.3878
H -1.259177 -4.802815 1.495624 -0.0595 -0.0168 -0.1467
H 0.729303 -6.781978 3.622722 0.0048 0.1102 0.0944
O -1.494698 6.910263 1.683314 0.8478 2.6815 -1.0964
H 4.051632 8.428048 -0.849317 -0.0441 -0.1011 -0.0097
H 7.587494 5.518655 0.153392 0.0640 -0.0424 -0.0056
H 2.614043 -6.562517 4.515764 0.0560 -0.0079 0.0786
H 0.483699 4.027168 0.393142 0.0198 0.1202 -0.1441
P 4.893294 5.680284 1.190940 -4.2013 -1.7496 4.2312
H -4.817362 -2.239113 -9.774873 0.0319 -0.1004 0.0132
C -3.760237 -3.560045 -6.415057 -0.0683 -0.3034 0.0526
H -1.822696 7.993674 3.393295 0.0374 -0.0820 -0.0244
C 4.659852 7.945279 -0.088911 -0.1322 0.2139 0.1211
H -6.072414 -3.512739 -9.827425 0.0509 -0.0279 0.0596
H 0.319938 5.177654 1.711729 -0.0647 0.0156 0.0540
H 0.980203 -2.323785 -0.765502 -0.0630 0.3362 -0.0466
H -3.020508 8.265956 2.109688 0.0122 -0.0105 -0.0033
P 0.009049 1.663291 3.029286 2.9905 4.0702 -5.3976
H 5.579432 -3.701705 2.071158 0.1031 0.0061 0.1308
H 0.256058 -4.958232 -0.016010 -0.0337 -0.3386 0.0920
O 0.461755 0.774851 1.773110 -0.0110 -0.5473 0.3382
O 3.829382 4.522526 0.898626 0.1296 -0.0252 -0.3034
H 2.074285 -7.658221 1.939156 0.2088 -0.0319 -0.3744
O 1.342967 1.181202 3.852006 -2.3682 -1.6206 1.3705
C -0.179957 4.758398 0.847938 0.0044 0.1142 -0.0801
H -1.786383 -2.146204 -0.206015 -0.1777 -0.1199 -0.0113
N -2.142658 -5.336862 3.280740 0.4065 -0.1680 -0.0527
H 0.555577 1.296950 5.790815 0.0529 -0.0118 0.0758
H -3.566870 -2.666513 -5.819279 0.0982 -0.0150 -0.0155
O -6.944693 -3.956479 -6.902660 0.6841 0.2217 0.9692
H 2.310730 1.112339 5.653542 -0.0039 -0.0686 -0.0994
C -2.559235 1.987188 3.596236 -0.0844 0.2624 -0.0306
C 4.912251 -4.363395 2.617772 0.4407 0.6664 -0.9276
O -1.185681 7.505121 -1.405445 0.4861 2.0506 1.9694
C 2.001961 -4.477087 -1.083962 0.2707 -0.6923 0.1230
H -3.541984 1.995353 3.132870 0.0516 -0.0020 -0.0909
C -1.960173 8.110600 2.321539 -0.2310 -0.0907 0.0972
H -2.565153 -5.976221 1.295604 0.1342 -0.1218 -0.1493
H -2.823996 -3.908924 -6.840716 -0.0449 0.0294 -0.0957
C 1.328312 -4.969676 0.209561 -0.2224 0.6810 -0.7361
H 1.563681 2.679412 5.279946 -0.0706 0.0051 -0.0740
H 8.194178 4.375071 1.360647 -0.0753 -0.0494 0.0231
H -1.771090 9.477382 -1.010420 -0.0125 0.0694 -0.0627
H 2.952597 2.734707 1.330697 -0.0863 0.1784 0.0088
H 4.070482 3.305255 2.575380 0.0661 0.0485 -0.0014
H -2.370419 2.959438 4.055495 0.0191 -0.0026 -0.0309
C -1.870822 8.711305 -1.780137 -0.1794 -0.0551 -0.1877
H -2.510054 -6.157582 3.745139 -0.1777 0.0705 0.0826
H 0.518289 -5.226164 2.862148 0.0443 0.0388 0.0128
P -1.042603 -2.422359 -2.177869 -0.4492 -2.8041 0.5351
C -0.664236 -6.809330 1.973795 -0.3597 0.3892 0.4400
C -5.884121 -2.445712 -9.708791 0.0313 0.0073 -0.1204
C 3.050637 -5.849873 2.550070 0.7655 0.3840 -0.2705
O 1.806307 -6.269613 0.485302 0.2236 0.0002 0.3072
C 3.945412 -5.022257 1.872026 -0.4555 -0.4890 0.5504
H 2.458658 -5.351057 -1.548575 -0.0951 -0.0417 -0.0696
O -7.050818 -1.561800 -6.335709 2.6834 0.2638 1.0476
O 0.323363 3.119648 2.872763 -0.4438 -0.4871 1.3356
C -1.712623 -5.699674 1.925385 -0.2199 0.1671 -0.0199
H -2.535619 1.206784 4.357981 -0.0832 -0.0049 -0.0104
H 5.676523 7.837656 -0.467827 -0.0033 0.0784 -0.0451
H -1.155370 0.231642 0.604409 -0.1005 0.1374 -0.0515
```
Positions in Å, forces in eV/Å.

Results of the Mulliken charge analysis, in e, for atoms 1 through 99: atom 1 (C): -0.51, atom 2 (O): -0.66, atom 3 (H): 0.45, atom 4 (O): -0.68, atom 5 (H): 0.35, atom 6 (H): 0.23, atom 7 (N): -0.65, atom 8 (C): -0.62, atom 9 (H): 0.24, atom 10 (P): 0.93, atom 11 (O): -0.34, atom 12 (H): 0.32, atom 13 (C): -0.22, atom 14 (H): 0.32, atom 15 (C): -0.87, atom 16 (H): 0.14, atom 17 (O): -0.28, atom 18 (O): -0.31, atom 19 (O): -0.20, atom 20 (C): -0.75, atom 21 (H): 0.31, atom 22 (H): 0.35, atom 23 (C): -0.45, atom 24 (H): 0.24, atom 25 (H): 0.33, atom 26 (O): -0.41, atom 27 (H): 0.31, atom 28 (C): 0.25, atom 29 (O): -0.49, atom 30 (H): 0.58, atom 31 (C): -0.77, atom 32 (O): -0.68, atom 33 (H): 0.40, atom 34 (H): 0.41, atom 35 (H): 0.24, atom 36 (H): 0.39, atom 37 (O): -0.29, atom 38 (C): -0.39, atom 39 (H): 0.24, atom 40 (H): 0.31, atom 41 (H): 0.13, atom 42 (H): 0.32, atom 43 (O): -0.37, atom 44 (P): 0.94, atom 45 (H): 0.49, atom 46 (O): -0.25, atom 47 (H): 0.37, atom 48 (C): -0.26, atom 49 (H): 0.07, atom 50 (H): 0.44, atom 51 (O): -0.19, atom 52 (H): 0.23, atom 53 (H): 0.32, atom 54 (H): 0.33, atom 55 (H): 0.19, atom 56 (P): 0.87, atom 57 (H): 0.25, atom 58 (C): -0.64, atom 59 (H): 0.24, atom 60 (C): -0.73, atom 61 (H): 0.31, atom 62 (H): 0.33, atom 63 (H): 0.33, atom 64 (H): 0.34, atom 65 (P): 0.88, atom 66 (H): 0.35, atom 67 (H): 0.42, atom 68 (O): -0.31, atom 69 (O): -0.19, atom 70 (H): 0.45, atom 71 (O): -0.25, atom 72 (C): -0.60, atom 73 (H): 0.33, atom 74 (N): -0.60, atom 75 (H): 0.32, atom 76 (H): 0.22, atom 77 (O): -0.64, atom 78 (H): 0.26, atom 79 (C): -0.78, atom 80 (C): -0.48, atom 81 (O): -0.26, atom 82 (C): -1.25, atom 83 (H): 0.26, atom 84 (C): -0.81, atom 85 (H): 0.40, atom 86 (H): 0.28, atom 87 (C): -0.14, atom 88 (H): 0.30, atom 89 (H): 0.25, atom 90 (H): 0.30, atom 91 (H): -0.05, atom 92 (H): 0.33, atom 93 (H): 0.32, atom 94 (C): -0.73, atom 95 (H): 0.21, atom 96 (H): 0.45, atom 97 (P): 0.77, atom 98 (C): -0.97, atom 99 (C): -0.61